No. 1
A 2-piece molecular cluster, C3H10N2O2 overall at a distorted geometry. Source: OMol25; level of theory: ωB97M-V/def2-TZVPD.

Kohn-Sham gap: 10.22 eV
structure (SMILES): CC(=O)NCN.O
E: -380.24328 Eh
highest occupied orbital energy: -9.78 eV
spin multiplicity: 1
lowest unoccupied orbital energy: 0.440 eV
relative energy (zero: lowest compared OMol25 entry of this formula, charge and spin): 58.60 kcal per mole

Cartesian coordinates (Å):
O -0.8821 -0.5865 1.7869
C -0.0347 -0.6620 0.8110
N 0.1493 0.1700 -0.2422
C -0.1694 1.5876 -0.5394
N -0.8948 2.1438 0.5783
C 1.2256 -1.4919 1.1447
H 0.9416 -0.0257 -0.7994
H -0.7373 1.6648 -1.3678
H 0.7943 2.0735 -0.6639
H -0.3314 2.6034 1.2567
H -1.1749 1.2603 1.0924
H 1.0581 -2.2897 0.4345
H 1.1759 -1.6647 2.2541
H 2.1844 -1.0132 0.9493
H -1.1875 -2.0347 -2.5465
H -0.8548 -0.7298 -1.6207
O -1.2622 -1.0051 -2.5282

No. 2
A 2-piece molecular cluster, CHF2OS2 overall at a distorted geometry. Source: OMol25; level of theory: ωB97M-V/def2-TZVPD.

Kohn-Sham gap (spin up / spin down): 7.65 / 5.55 eV
E: -1109.97754 Eh
highest occupied orbital energy (spin up / spin down): -4.21 / -2.94 eV
spin multiplicity: 1
lowest unoccupied orbital energy (spin up / spin down): 3.438 / 2.608 eV
relative energy (zero: lowest compared OMol25 entry of this formula, charge and spin): 75.61 kcal per mole
net charge: -1

Cartesian coordinates (Å):
C 1.4146 -0.3848 -0.0458
O -2.6659 -0.4683 -0.0003
F 1.5525 -1.6183 0.4253
F 2.1316 -0.2944 -1.2307
S 0.3050 2.2495 -0.3484
S -0.0188 0.5016 0.3851
H -2.7190 0.0147 0.8147

No. 3
A 2-piece molecular cluster, C5H15NO overall at a distorted geometry. Source: OMol25; level of theory: ωB97M-V/def2-TZVPD.

Kohn-Sham gap: 9.52 eV
structure (SMILES): CCCCCN.O
E: -329.47280 Eh
highest occupied orbital energy: -8.86 eV
spin multiplicity: 1
lowest unoccupied orbital energy: 0.655 eV
relative energy (zero: lowest compared OMol25 entry of this formula, charge and spin): 21.84 kcal per mole

Cartesian coordinates (Å):
C -1.8095 -1.2741 -1.2183
C -0.6555 -0.2547 -1.0963
C -0.8807 0.5823 0.1767
C -0.5638 -0.0369 1.5223
C 0.9048 -0.5264 1.6770
N 1.8404 0.5668 1.4669
H -1.5941 -2.1815 -0.6553
H -1.9311 -1.6555 -2.2345
H -2.7083 -0.8312 -0.7978
H 0.2589 -0.8342 -0.9520
H -0.5046 0.4372 -1.9191
H -1.9125 0.9635 0.1538
H -0.4399 1.5850 0.0416
H -1.1231 -0.9638 1.5917
H -0.7996 0.6142 2.3593
H 1.0759 -1.4276 1.0842
H 0.9452 -0.8464 2.7237
H 2.6718 0.2679 0.9731
H 1.4307 1.2543 0.8502
H 2.3005 2.1688 -1.8077
H 1.3778 1.1628 -2.2720
O 2.1168 1.2294 -1.6675

No. 4
One molecule with the formula C4H6O2S at a distorted geometry. Source: OMol25; level of theory: ωB97M-V/def2-TZVPD.

Kohn-Sham gap: 8.35 eV
structure (SMILES): CO[C@@H](C=O)C=S
E: -704.59585 Eh
highest occupied orbital energy: -9.15 eV
spin multiplicity: 1
lowest unoccupied orbital energy: -0.802 eV
relative energy (zero: lowest compared OMol25 entry of this formula, charge and spin): 52.51 kcal per mole

Cartesian coordinates (Å):
C 0.4947 2.1085 0.1670
C -0.7555 0.1783 -0.2298
C 0.3464 -0.1549 -1.3624
C -0.4111 -0.4520 1.1370
H 0.3999 3.2202 0.0906
H 0.9235 1.7977 1.1758
H 1.1559 1.7422 -0.6700
H -1.7729 -0.1579 -0.6617
H 1.1443 -0.8001 -0.9977
H -0.7922 0.1662 1.9693
O -0.8081 1.6020 -0.0301
O 0.2816 0.1353 -2.5356
S 0.3192 -1.8717 1.3343